(1)
Entry from the OMol25 dataset: a structure of composition C67H133F12N9O15S4Y in a non-equilibrium geometry (ωB97M-V/def2-TZVPD).

For the energy relative to the best compared isomer or geometry (same formula, charge and spin), the calculation gives 0.0 kJ/mol. Its net charge is +2. The value obtained for the HOMO-LUMO gap (alpha / beta) is 4.36 / 2.84 eV. As for the spin multiplicity: 2. The expectation value of S² is 0.755.

Geometry (Å):
1 Y -2.6328 2.8517 1.5546
2 C -1.4865 6.9890 2.9215
3 F -1.8726 7.4156 1.7005
4 F -0.5315 7.7618 3.3763
5 F -2.5403 6.8700 3.8211
6 S -0.6945 5.2152 2.5585
7 O 0.7606 5.2216 2.6018
8 O -1.2973 4.2863 3.4963
9 N -1.4433 4.6726 1.0690
10 S -0.4748 5.2765 -0.0084
11 O 0.2102 6.5617 0.2781
12 O 0.4744 4.2466 -0.3984
13 C -1.5485 5.5888 -1.4737
14 F -2.3867 6.5743 -1.2206
15 F -0.7930 5.8083 -2.5452
16 F -2.2975 4.4600 -1.6375
17 C 1.4725 1.4097 1.1142
18 F 2.2808 0.7277 1.8422
19 F 1.5711 2.7123 1.4756
20 F 1.7141 1.3164 -0.1509
21 S -0.2594 0.7423 1.5422
22 O -0.1971 -0.6752 1.9350
23 O -0.6753 1.6712 2.5919
24 N -1.5016 1.2813 0.3948
25 S -1.3739 0.0760 -0.6200
26 O -0.1285 -0.6501 -0.7198
27 O -2.5635 -0.7853 -0.5004
28 C -1.5939 0.9186 -2.3253
29 F -2.0843 0.0600 -3.2014
30 F -2.4095 1.9329 -2.2078
31 F -0.4031 1.2857 -2.7241
32 C 7.0216 8.9276 -1.3855
33 C 6.7559 7.8385 -0.2700
34 C 6.4110 8.5665 1.0879
35 C 4.9934 9.1293 1.2332
36 C 4.1043 7.8032 1.1684
37 C 4.2079 6.9672 -0.1119
38 N 5.6452 6.9121 -0.6290
39 O 5.7679 6.1673 -1.7569
40 C 3.8027 5.5085 0.2243
41 C 3.2510 7.6217 -1.1597
42 C 8.0509 6.9827 -0.0356
43 H 7.5836 9.7914 -1.0304
44 H 6.1265 9.4248 -1.7594
45 H 7.5881 8.4931 -2.2091
46 H 6.7594 8.0249 1.9673
47 H 7.0102 9.4770 1.0870
48 H 4.8111 9.8769 0.4613
49 H 4.8312 9.4956 2.2469
50 H 3.0859 8.1865 1.2322
51 H 4.1686 7.1253 2.0195
52 H 3.7581 4.9668 -0.7205
53 H 4.5734 4.9816 0.7869
54 H 2.8619 5.2975 0.7327
55 H 3.4282 7.2129 -2.1546
56 H 2.1909 7.3681 -1.1576
57 H 3.5257 8.6725 -1.2508
58 H 8.5034 6.6416 -0.9668
59 H 7.7676 6.0380 0.4283
60 H 8.8338 7.4355 0.5728
61 H 5.4226 6.7442 -2.4421
62 C -5.3931 0.7298 1.2898
63 C -6.0278 1.8567 0.4119
64 C -7.2969 2.1705 1.2329
65 C -8.0216 3.4003 0.7896
66 C -7.1061 4.5827 0.8774
67 C -5.7947 4.4401 0.1495
68 N -5.2120 3.0890 0.3989
69 O -4.0501 2.8251 -0.3593
70 C -6.1563 4.5824 -1.3386
71 C -4.9028 5.5533 0.5439
72 C -6.4007 1.2054 -0.8991
73 H -6.0034 -0.1712 1.3520
74 H -5.3477 0.9140 2.3632
75 H -4.4169 0.3818 0.9522
76 H -7.9259 1.2808 1.2026
77 H -7.0030 2.3062 2.2737
78 H -8.9193 3.5658 1.3852
79 H -8.2805 3.1393 -0.2366
80 H -6.9264 4.6763 1.9484
81 H -7.6049 5.5013 0.5685
82 H -6.3876 5.5908 -1.6819
83 H -5.3290 4.2902 -1.9852
84 H -7.0119 4.0109 -1.6984
85 H -5.0663 6.5148 0.0572
86 H -4.9419 5.7686 1.6117
87 H -3.8682 5.2873 0.3272
88 H -5.5741 0.9921 -1.5769
89 H -7.0249 1.8957 -1.4666
90 H -6.9404 0.2764 -0.7153
91 H -4.2811 2.8367 -1.2910
92 C -5.2149 -6.6211 2.1642
93 C -3.8688 -7.0143 2.8398
94 C -3.1109 -7.7918 1.7469
95 C -2.4011 -6.9511 0.6819
96 C -1.5290 -5.8541 1.2887
97 C -2.2552 -4.9205 2.3917
98 N -3.0511 -5.7956 3.3106
99 O -3.6303 -5.0372 4.2735
100 C -1.1250 -4.1799 3.1702
101 C -3.1601 -3.8265 1.6066
102 C -4.2198 -7.9903 4.0367
103 H -5.0383 -5.7817 1.4916
104 H -5.9820 -6.3131 2.8747
105 H -5.7060 -7.3541 1.5242
106 H -2.3575 -8.4322 2.2056
107 H -3.8326 -8.4573 1.2734
108 H -3.2179 -6.4779 0.1370
109 H -1.8274 -7.5996 0.0197
110 H -1.3381 -5.2303 0.4154
111 H -0.6171 -6.2655 1.7216
112 H -0.3082 -3.7939 2.5604
113 H -1.4459 -3.4235 3.8865
114 H -0.6154 -4.8948 3.8161
115 H -3.7597 -3.3739 2.3963
116 H -2.5044 -3.0543 1.2042
117 H -3.8666 -4.1207 0.8305
118 H -3.3105 -8.4283 4.4483
119 H -4.6394 -8.9295 3.6762
120 H -4.8281 -7.4785 4.7825
121 H -3.2533 -5.1151 5.1529
122 C -0.8797 -5.3222 -5.8251
123 C 0.2563 -4.3708 -6.0425
124 C -0.0601 -2.9438 -5.6576
125 C -0.2029 -2.6843 -4.1549
126 C 1.1456 -3.0855 -3.4495
127 C 1.6201 -4.5339 -3.8266
128 N 1.5223 -4.8282 -5.2915
129 O 1.9817 -6.0787 -5.6376
130 C 3.0305 -4.7311 -3.3687
131 C 0.6649 -5.5001 -3.0034
132 C 0.5347 -4.1950 -7.6528
133 H -0.5770 -6.3681 -5.8751
134 H -1.6099 -5.1236 -6.6097
135 H -1.4244 -5.2030 -4.8885
136 H 0.6995 -2.2019 -5.9041
137 H -0.9996 -2.6771 -6.1415
138 H -1.0685 -3.2546 -3.8181
139 H -0.3387 -1.6477 -3.8463
140 H 0.8860 -3.0574 -2.3913
141 H 1.8436 -2.2838 -3.6910
142 H 3.1106 -4.4653 -2.3147
143 H 3.3378 -5.7757 -3.4196
144 H 3.6456 -4.1209 -4.0301
145 H -0.3711 -5.2041 -3.1687
146 H 0.7464 -6.5429 -3.3100
147 H 0.8964 -5.5829 -1.9415
148 H 1.1050 -5.0593 -7.9935
149 H 1.1292 -3.2953 -7.8110
150 H -0.3793 -4.2148 -8.2464
151 H 2.7344 -5.8624 -6.1928
152 C 6.3990 -1.3916 -2.5827
153 C 6.0957 -0.6857 -1.1866
154 C 6.9754 -1.3291 -0.1111
155 C 7.1827 -0.5382 1.0974
156 C 7.5948 0.8659 0.7935
157 C 6.6537 1.6463 -0.0874
158 N 6.4328 0.7693 -1.3115
159 O 5.5863 1.3998 -2.2147
160 C 5.2949 1.9713 0.6545
161 C 7.4471 2.9038 -0.3486
162 C 4.5720 -0.9169 -0.8002
163 H 5.6572 -1.0603 -3.3094
164 H 6.1168 -2.4355 -2.4459
165 H 7.4392 -1.2995 -2.8951
166 H 6.5904 -2.2859 0.2416
167 H 7.8888 -1.6956 -0.5795
168 H 7.9226 -0.8634 1.8286
169 H 6.2774 -0.4706 1.7007
170 H 8.5677 0.8775 0.3022
171 H 7.7269 1.3056 1.7821
172 H 4.8415 1.1732 1.2423
173 H 5.3808 2.7310 1.4314
174 H 4.5350 2.3883 -0.0063
175 H 6.8798 3.6574 -0.8947
176 H 7.6042 3.4516 0.5806
177 H 8.3797 2.8943 -0.9128
178 H 4.1955 -0.3774 0.0688
179 H 4.4078 -1.9732 -0.5869
180 H 3.8836 -0.8337 -1.6412
181 H 4.8299 1.4647 -1.6272
182 C -3.8340 -2.9388 -5.5745
183 C -5.2668 -2.6742 -4.9421
184 C -6.1927 -3.9303 -5.1635
185 C -5.7946 -5.0579 -4.2033
186 C -5.8746 -4.6036 -2.7600
187 C -4.9961 -3.3302 -2.4682
188 N -5.0882 -2.3517 -3.5218
189 O -4.5844 -1.0801 -3.2763
190 C -5.4308 -2.6457 -1.1344
191 C -3.5433 -3.8457 -2.2984
192 C -5.9455 -1.5241 -5.6763
193 H -3.2548 -2.0284 -5.7290
194 H -4.0896 -3.3240 -6.5616
195 H -3.3330 -3.7852 -5.1047
196 H -7.2695 -3.7649 -5.1972
197 H -5.8898 -4.3699 -6.1138
198 H -4.7824 -5.3901 -4.4338
199 H -6.4869 -5.8828 -4.3715
200 H -5.6324 -5.3844 -2.0391
201 H -6.9192 -4.4182 -2.5098
202 H -6.3903 -2.1503 -1.2834
203 H -5.5070 -3.3575 -0.3125
204 H -4.8778 -1.8003 -0.7251
205 H -3.1467 -4.5053 -3.0701
206 H -2.9341 -2.9495 -2.1807
207 H -3.5741 -4.3570 -1.3362
208 H -6.8276 -1.1761 -5.1389
209 H -6.2316 -1.8255 -6.6840
210 H -5.2215 -0.7400 -5.8980
211 H -3.6386 -1.1926 -3.3963
212 C 1.2809 -2.4379 5.5147
213 C 2.4832 -2.1433 6.4417
214 C 3.6693 -2.3136 5.4925
215 C 4.1067 -1.1209 4.5839
216 C 4.0008 0.1462 5.3689
217 C 2.7002 0.3411 6.1701
218 N 2.4120 -0.7947 7.0502
219 O 1.2981 -0.6270 7.8643
220 C 2.9657 1.6070 7.0243
221 C 1.5515 0.7047 5.1750
222 C 2.6900 -3.1124 7.6241
223 H 1.2989 -1.8976 4.5682
224 H 0.3336 -2.3266 6.0423
225 H 1.3140 -3.4823 5.2048
226 H 4.5800 -2.5310 6.0505
227 H 3.5123 -3.2282 4.9206
228 H 3.4114 -1.0769 3.7456
229 H 5.0202 -1.2559 4.0047
230 H 4.2517 0.9556 4.6833
231 H 4.8549 0.1513 6.0461
232 H 3.7468 1.2362 7.6880
233 H 3.2137 2.5821 6.6049
234 H 2.2135 1.6991 7.8078
235 H 0.5859 0.8126 5.6689
236 H 1.7234 1.6159 4.6021
237 H 1.4039 0.1087 4.2744
238 H 2.4723 -4.1218 7.2751
239 H 1.9573 -3.0237 8.4262
240 H 3.6441 -3.1239 8.1510
241 H 0.6178 -0.5753 7.1889



(2)
Entry from the OMol25 dataset: a cluster of 2 separate species, C6H13NO2 in total in a non-equilibrium geometry (ωB97M-V/def2-TZVPD).

For the energy relative to the best compared isomer or geometry (same formula, charge and spin), the calculation gives 347.3 kJ/mol. Its SMILES is C=C/C(O)=C\O.CCN. The value obtained for the HOMO-LUMO gap is 8.30 eV.

Geometry (Å):
1 C 1.3576 1.2542 0.2164
2 C -1.7111 -0.1016 -0.2278
3 C -1.1682 -0.3188 -1.6187
4 C 0.5153 -1.3035 1.5891
5 C 1.8947 0.0230 0.0132
6 N -1.8669 1.2782 0.1518
7 C 1.5697 -1.1797 0.7109
8 O 0.6026 1.6189 1.2859
9 O 2.8050 -0.0466 -1.0287
10 H -0.3408 1.7071 0.9866
11 H 3.0695 -0.9659 -1.1467
12 H 1.6343 2.0484 -0.4741
13 H -2.6350 -0.6661 -0.0755
14 H -2.6127 1.4129 0.8246
15 H -2.0113 1.9046 -0.6374
16 H 2.0451 -2.0824 0.3346
17 H -0.3001 0.3130 -1.7951
18 H -0.7918 -1.3402 -1.7113
19 H -1.9160 -0.1048 -2.3861
20 H 0.3934 -2.2612 2.0785
21 H 0.3564 -0.5029 2.2977
22 H -0.8897 -0.6866 0.6120



(3)
Entry from the OMol25 dataset: the molecule C4H7F2N in a non-equilibrium geometry (ωB97M-V/def2-TZVPD).

For the energy relative to the best compared isomer or geometry (same formula, charge and spin), the calculation gives 278.4 kJ/mol. The value obtained for the HOMO-LUMO gap (alpha / beta) is 8.14 / 6.48 eV.

Geometry (Å):
1 C -0.8845 -0.7399 -0.1934
2 C 0.4847 -0.3381 -0.0887
3 C -2.0268 0.4861 -0.2890
4 C 1.0719 -0.0671 1.2040
5 N 1.1305 0.0663 -1.2068
6 F -1.5379 1.3438 -1.2523
7 F -1.9880 1.2006 0.8442
8 H -0.9602 -1.2654 -1.1488
9 H -1.0703 -1.4493 0.5153
10 H 2.0601 0.2071 1.3118
11 H 0.7941 -0.8250 1.9175
12 H 0.5736 0.7762 1.6978
13 H 1.8855 0.6292 -1.2479
14 H 0.4671 -0.0246 -2.0638



(4)
Entry from the OMol25 dataset: a cluster of 6 separate species, C18H42N6O6 in total in a non-equilibrium geometry (ωB97M-V/def2-TZVPD).

For the energy relative to the best compared isomer or geometry (same formula, charge and spin), the calculation gives 128.8 kJ/mol. Its net charge is +1. The value obtained for the HOMO-LUMO gap (alpha / beta) is 8.72 / 2.51 eV. As for the spin multiplicity: 2. The expectation value of S² is 0.762.

Geometry (Å):
1 C -10.8125 14.4977 -39.1310
2 C -10.3947 15.3277 -37.9197
3 O -9.3633 15.9921 -37.9579
4 N -11.2236 15.1068 -36.8718
5 C -11.2821 16.0681 -35.7515
6 H -10.0491 14.2508 -39.8688
7 H -11.5275 14.9338 -39.8286
8 H -11.3505 13.5961 -38.8380
9 H -11.9318 14.3906 -36.9463
10 H -10.4669 16.7908 -35.7157
11 H -11.3051 15.5934 -34.7705
12 H -12.2278 16.5510 -35.9970
13 C -9.8301 14.2671 -31.9700
14 C -9.1663 15.4161 -31.1670
15 O -7.9681 15.1916 -30.8353
16 N -9.9151 16.4428 -30.7886
17 C -9.3134 17.5042 -30.0594
18 H -10.5584 14.7652 -32.6100
19 H -10.4103 13.6409 -31.2924
20 H -9.1165 13.6880 -32.5562
21 H -10.8775 16.4687 -31.0940
22 H -10.0897 18.1790 -29.6986
23 H -8.5758 18.0589 -30.6392
24 H -8.6852 17.0729 -29.2800
25 C -9.3823 19.2222 -33.4541
26 C -9.5377 20.6361 -33.0100
27 O -9.3289 20.8509 -31.7825
28 N -10.0704 21.5356 -33.8827
29 C -10.3191 22.8891 -33.3449
30 H -8.4690 19.1001 -34.0364
31 H -10.2037 18.8637 -34.0744
32 H -9.3746 18.6425 -32.5310
33 H -10.3794 21.3021 -34.8155
34 H -10.6800 23.5310 -34.1485
35 H -9.4438 23.3614 -32.8991
36 H -11.1339 22.9291 -32.6221
37 C -7.0858 10.7098 -39.0324
38 C -7.3264 12.0804 -38.8238
39 O -7.8030 12.7812 -39.7118
40 N -7.0698 12.5383 -37.5916
41 C -7.4830 13.7995 -37.0526
42 H -7.0993 10.1084 -38.1234
43 H -6.1313 10.7145 -39.5586
44 H -7.8431 10.2515 -39.6685
45 H -6.3707 12.0846 -37.0212
46 H -7.2699 14.0499 -36.0134
47 H -8.5291 13.5438 -36.8841
48 H -7.2229 14.7302 -37.5568
49 C -15.1801 12.4698 -41.0551
50 C -14.5373 13.0889 -39.8119
51 O -14.1746 14.2482 -39.8054
52 N -14.3563 12.2308 -38.8539
53 C -14.0154 12.5073 -37.4502
54 H -16.1859 12.1357 -40.8004
55 H -14.5898 11.6240 -41.4078
56 H -15.3701 13.3403 -41.6829
57 H -14.8272 11.3493 -38.9994
58 H -13.4693 11.7003 -36.9617
59 H -14.8379 12.6667 -36.7530
60 H -13.3438 13.3634 -37.3860
61 C -12.6438 10.2725 -45.0378
62 C -12.0441 11.4736 -44.3809
63 O -11.7262 12.5365 -44.9965
64 N -12.0616 11.4013 -43.0554
65 C -11.7455 12.5309 -42.1573
66 H -13.5686 10.6771 -45.4492
67 H -13.1053 9.5211 -44.3971
68 H -11.9819 9.7991 -45.7628
69 H -12.4332 10.5710 -42.6163
70 H -10.6649 12.6716 -42.1298
71 H -11.8891 12.2041 -41.1274
72 H -12.2810 13.4772 -42.2332



(5)
Entry from the OMol25 dataset: the molecule C15H18N4O in a non-equilibrium geometry (ωB97M-V/def2-TZVPD).

For the energy relative to the best compared isomer or geometry (same formula, charge and spin), the calculation gives 157.0 kJ/mol. Its SMILES is Cn1ncc2c1C[C@H](n1cnc3c1C(=O)CCC3)CC2. The value obtained for the HOMO-LUMO gap is 9.55 eV.

Geometry (Å):
1 O -1.4750 0.0021 -2.8498
2 N 3.1860 3.5950 1.9262
3 N -1.1400 -2.8831 0.7735
4 C -1.8104 -0.9589 -2.2711
5 C 3.5386 3.0004 0.7902
6 C -0.2125 -1.9967 0.8499
7 C -1.3226 -1.3423 -0.9118
8 C -1.8111 -2.5203 -0.3969
9 C 2.8679 1.8520 0.5226
10 C 1.7212 1.9079 1.3060
11 N 2.0015 2.9579 2.2115
12 N -0.2561 -0.9540 -0.1035
13 C 1.0760 3.5797 3.1778
14 C -3.0780 -1.7429 -2.7229
15 C -2.9621 -3.3185 -0.6418
16 C 2.8885 0.9922 -0.6851
17 C 0.6443 0.8233 1.2267
18 C -3.8392 -2.3708 -1.5905
19 C 2.0364 -0.2013 -0.5186
20 C 0.5994 0.1630 -0.1414
21 H 4.3461 3.3742 0.1775
22 H 0.6472 -2.0557 1.4882
23 H 0.0565 3.4351 2.8511
24 H 1.2233 4.6607 3.3538
25 H 1.3089 3.0800 4.1236
26 H -2.8300 -2.4136 -3.5296
27 H -3.6700 -0.9980 -3.1887
28 H -2.6490 -4.2384 -1.1462
29 H -3.5379 -3.5872 0.2012
30 H 2.4414 1.5390 -1.5938
31 H 3.8991 0.6660 -0.9519
32 H -0.3850 1.1900 1.3299
33 H 0.8711 0.0524 2.0292
34 H -4.2832 -1.6450 -0.9532
35 H -4.7584 -2.8946 -1.9974
36 H 1.9486 -0.7292 -1.5252
37 H 2.5540 -0.9148 0.2195
38 H 0.1648 0.8944 -0.8392



(6)
Entry from the OMol25 dataset: a cluster of 2 separate species, C16H33F7N2O3PS in total in a non-equilibrium geometry (ωB97M-V/def2-TZVPD).

Its net charge is -1. The value obtained for the HOMO-LUMO gap is 9.17 eV.

Geometry (Å):
1 C 0.8920 4.2309 2.9496
2 O -0.3024 4.6100 2.2825
3 C -1.4484 4.0227 2.8289
4 C -1.5721 2.5203 2.5360
5 C -1.5931 1.6316 3.7888
6 C -0.7869 0.3328 3.7006
7 C -0.7890 -0.3404 2.3198
8 C -0.2784 -1.7667 2.4152
9 C -0.0357 -2.3862 1.0136
10 C 1.4612 -2.4518 0.6277
11 C 1.7437 -1.9779 -0.7917
12 C 1.1445 -2.8912 -1.8864
13 C -0.1437 -2.3503 -2.5115
14 C 0.1287 -1.1274 -3.4001
15 N -0.1813 -1.4118 -4.8169
16 C -1.5927 -1.7619 -5.1004
17 C -2.6428 -1.1254 -4.2041
18 C -2.8897 0.3510 -4.2761
19 N -3.3633 -1.8193 -3.4095
20 S 0.4885 -0.3603 -5.8774
21 O 0.0708 -0.7108 -7.1868
22 O 1.8679 -0.2251 -5.5897
23 F -0.1757 1.0029 -5.5353
24 H 1.7000 4.7587 2.4562
25 H 0.8337 4.4910 4.0071
26 H 1.0989 3.1658 2.8411
27 H -1.4996 4.2180 3.9061
28 H -2.2812 4.5527 2.3679
29 H -0.7262 2.2822 1.8919
30 H -2.4653 2.3549 1.9373
31 H -1.2381 2.2200 4.6327
32 H -2.6294 1.3576 3.9967
33 H -1.1864 -0.3901 4.4149
34 H 0.2505 0.5003 3.9974
35 H -1.8137 -0.3206 1.9436
36 H -0.1279 0.2288 1.6684
37 H -0.9815 -2.4021 2.9512
38 H 0.6711 -1.7403 2.9489
39 H -0.5381 -1.7411 0.2976
40 H -0.4538 -3.3906 0.9922
41 H 2.0039 -1.7902 1.3040
42 H 1.8527 -3.4583 0.7654
43 H 1.3845 -0.9573 -0.9290
44 H 2.8217 -1.9456 -0.9477
45 H 0.9834 -3.8986 -1.5062
46 H 1.8702 -2.9504 -2.6986
47 H -0.5702 -3.1450 -3.1255
48 H -0.8975 -2.1121 -1.7674
49 H 1.1966 -0.9323 -3.3517
50 H -0.3544 -0.2223 -3.0303
51 H -1.6781 -2.8447 -5.0354
52 H -1.8277 -1.5130 -6.1332
53 H -3.5061 0.6155 -3.4213
54 H -1.9829 0.9437 -4.2316
55 H -3.4619 0.5988 -5.1693
56 H -3.1134 -2.8074 -3.4535
57 F 2.8631 0.3148 2.9238
58 P 3.8148 1.4671 3.6533
59 F 4.0039 1.8938 2.0686
60 F 4.0198 0.3100 4.8157
61 F 5.4631 1.3828 3.6856
62 F 2.4355 1.8307 4.5066
63 F 4.0635 3.0790 3.9502